[1]
102
Properties=species:S:1:pos:R:3:lowdin_charge:R:1 method="wB97M-V/def2-TZVPD" s_squared=6.04 molar_mass_g_mol=1347.68 multiplicity=5 total_energy_ev=-108791.5033 gap_ev="5.182 / 6.628"
Ir 1.308 -0.457 -0.800 0.91
I 3.134 4.862 -0.281 0.95
C 4.138 3.113 -0.838 -0.62
C 5.482 3.223 -1.246 -0.23
C 6.150 2.128 -1.697 -0.65
I 8.167 2.365 -2.227 0.93
C 5.501 0.877 -1.832 -0.20
C 6.107 -0.288 -2.352 -0.04
C 5.370 -1.420 -2.509 -0.02
C 4.015 -1.412 -2.152 -0.10
N 3.429 -0.366 -1.628 -0.01
C 4.142 0.782 -1.440 -0.13
C 3.475 1.908 -0.863 -0.33
O 2.204 1.736 -0.461 -0.17
H 5.974 4.184 -1.208 0.08
H 7.151 -0.272 -2.632 0.06
H 5.813 -2.320 -2.916 0.12
H 3.383 -2.281 -2.296 0.12
N -0.983 -2.096 1.900 0.14
C -1.386 -0.655 1.779 -0.18
P 0.112 0.193 2.446 0.38
O 0.149 -0.115 3.898 -0.33
O 1.235 -0.350 1.570 -0.44
C -0.024 1.979 2.113 -0.27
N 1.362 2.510 2.047 -0.04
H -1.730 -2.752 1.713 0.15
H -0.581 -2.269 2.826 0.14
H -0.239 -2.290 1.216 0.07
H -2.270 -0.466 2.385 0.10
H -1.567 -0.422 0.731 0.05
H -0.625 2.437 2.899 0.09
H -0.514 2.147 1.152 0.05
H 1.952 2.054 2.735 0.09
H 1.378 3.500 2.247 0.06
H 1.995 2.135 0.486 0.07
C -2.374 -3.712 -1.893 -0.04
O -1.323 -3.245 -1.036 -0.10
C -0.074 -3.177 -1.596 -0.58
O 0.154 -3.543 -2.714 0.09
H -2.621 -4.742 -1.638 0.09
H -2.065 -3.661 -2.933 0.09
H -3.239 -3.073 -1.726 0.08
C 0.850 -2.557 -0.636 -0.27
C 1.576 -3.167 0.244 -0.04
C 2.234 -3.706 1.270 -0.16
C 3.723 -3.716 1.323 -0.19
C 4.434 -2.537 1.107 -0.03
C 5.822 -2.520 1.180 -0.08
C 6.520 -3.684 1.472 -0.10
C 5.819 -4.864 1.700 -0.08
C 4.433 -4.879 1.631 -0.04
C 1.455 -4.256 2.409 -0.18
C 0.169 -4.778 2.211 -0.07
C -0.590 -5.242 3.278 -0.10
C -0.079 -5.206 4.569 -0.10
C 1.207 -4.720 4.775 -0.07
C 1.965 -4.252 3.712 -0.02
H 3.877 -1.625 0.925 0.10
H 6.361 -1.591 1.021 0.10
H 7.602 -3.674 1.527 0.10
H 6.356 -5.775 1.937 0.10
H 3.890 -5.802 1.802 0.12
H -0.214 -4.851 1.198 0.11
H -1.579 -5.653 3.101 0.10
H -0.669 -5.564 5.405 0.10
H 1.619 -4.701 5.778 0.10
H 2.959 -3.859 3.890 0.12
S -0.314 0.112 -2.210 0.01
Sb -2.827 2.123 -1.107 1.44
C -4.534 1.309 -2.120 -0.38
C -4.401 0.030 -2.666 -0.15
C -5.476 -0.578 -3.306 -0.09
C -6.688 0.091 -3.411 -0.09
C -6.828 1.365 -2.873 -0.09
C -5.758 1.970 -2.225 -0.13
C -2.507 3.921 -2.225 -0.39
C -1.245 4.098 -2.794 -0.14
C -0.956 5.248 -3.523 -0.09
C -1.929 6.224 -3.690 -0.09
C -3.187 6.057 -3.124 -0.09
C -3.475 4.913 -2.390 -0.13
C -3.939 3.034 0.505 -0.40
C -4.893 2.286 1.199 -0.15
C -5.469 2.777 2.366 -0.10
C -5.090 4.018 2.862 -0.10
C -4.144 4.773 2.179 -0.09
C -3.571 4.283 1.010 -0.14
H -3.445 -0.484 -2.598 0.06
H -5.365 -1.573 -3.723 0.10
H -7.527 -0.383 -3.908 0.10
H -7.774 1.887 -2.957 0.10
H -5.885 2.956 -1.790 0.09
H -0.486 3.329 -2.670 0.07
H 0.029 5.380 -3.956 0.10
H -1.705 7.120 -4.258 0.10
H -3.944 6.822 -3.251 0.10
H -4.455 4.802 -1.938 0.09
H -5.199 1.315 0.819 0.09
H -6.215 2.187 2.890 0.10
H -5.525 4.392 3.781 0.10
H -3.849 5.746 2.559 0.10
H -2.831 4.883 0.486 0.09

[2]
15
Properties=species:S:1:pos:R:3:lowdin_charge:R:1 method="wB97M-V/def2-TZVPD" molar_mass_g_mol=96.13 smiles=Cc1cc(N)c[nH]1 total_energy_ev=-8294.4857 de_lowest_ev=0.511 gap_ev=8.457
C 2.278 -0.625 0.140 -0.04
C 0.907 -0.059 -0.037 -0.35
C -0.200 -0.718 -0.507 -0.02
C -1.347 0.093 -0.231 -0.34
N -2.704 -0.257 -0.430 0.06
C -0.871 1.273 0.286 -0.09
N 0.502 1.155 0.430 0.04
H 2.456 -0.858 1.199 0.08
H 2.348 -1.573 -0.401 0.08
H 3.083 0.034 -0.197 0.07
H -0.065 -1.466 -1.268 0.10
H -3.295 0.151 0.287 0.08
H -2.835 -1.261 -0.387 0.08
H -1.388 2.191 0.523 0.11
H 1.131 1.922 0.593 0.15

[3]
91
Properties=species:S:1:pos:R:3:lowdin_charge:R:1 method="wB97M-V/def2-TZVPD" s_squared=2.02 molar_mass_g_mol=973.41 multiplicity=3 total_energy_ev=-81212.7869 de_lowest_ev=0.271 gap_ev="6.977 / 6.213" total_charge=+3
W 0.173 0.120 -0.839 1.17
O -2.708 3.180 -1.157 0.25
C -1.735 2.400 -0.855 -0.43
O -1.486 1.326 -1.435 -0.14
C -0.812 2.821 0.216 -0.18
C -0.846 3.963 0.987 0.07
C 0.161 4.130 1.940 0.05
C 1.162 3.173 2.069 0.08
C 1.125 2.061 1.245 -0.15
N 0.146 1.898 0.358 0.00
C 2.142 0.949 1.188 -0.54
O 3.174 0.960 1.783 0.17
O 1.735 -0.024 0.362 -0.25
H -3.300 2.798 -1.832 0.18
H -1.634 4.692 0.853 0.15
H 0.162 5.006 2.575 0.14
H 1.962 3.269 2.792 0.15
C -0.828 -0.661 -4.344 -0.22
P -0.700 -1.367 -2.690 0.80
C -2.112 -2.471 -2.485 -0.19
C 0.831 -2.285 -2.517 -0.41
C 1.732 -2.532 -3.557 -0.06
C 2.914 -3.195 -3.283 -0.04
C 3.237 -3.566 -1.976 -0.04
C 2.373 -3.283 -0.933 -0.04
C 1.159 -2.656 -1.206 -0.16
H 0.050 -0.066 -4.586 0.03
H -1.713 -0.026 -4.382 0.07
H -0.944 -1.460 -5.079 0.08
H -2.095 -3.226 -3.273 0.08
H -3.030 -1.887 -2.574 0.06
H -2.091 -2.961 -1.512 0.03
H 1.503 -2.234 -4.572 0.12
H 3.595 -3.431 -4.091 0.13
H 4.164 -4.089 -1.781 0.13
H 2.619 -3.577 0.079 0.13
H 0.432 -2.540 -0.410 0.04
C 4.120 3.414 -0.334 -0.02
N 3.140 3.002 -1.348 -0.17
C 2.235 4.063 -1.815 -0.04
C 3.065 1.761 -1.838 -0.60
S 1.512 1.271 -2.574 0.73
N 4.113 0.959 -1.859 -0.14
C 5.498 1.455 -1.768 0.01
C 4.040 -0.483 -2.107 -0.04
H 3.609 4.090 0.351 0.10
H 4.968 3.946 -0.763 0.11
H 4.467 2.553 0.231 0.08
H 2.672 5.017 -1.533 0.11
H 1.248 3.977 -1.362 0.07
H 2.131 4.039 -2.897 0.09
H 5.559 2.465 -2.164 0.10
H 6.112 0.808 -2.388 0.11
H 5.879 1.416 -0.749 0.11
H 3.014 -0.810 -2.203 0.01
H 4.512 -1.003 -1.275 0.12
H 4.579 -0.708 -3.027 0.12
C 0.287 -0.382 5.655 -0.04
C 1.106 -0.763 4.602 -0.05
C 0.578 -0.881 3.323 -0.14
C -0.771 -0.608 3.101 -0.37
C -1.598 -0.250 4.165 -0.12
C -1.062 -0.134 5.439 -0.04
Sb -1.565 -0.890 1.172 1.57
C -2.472 -2.790 1.186 -0.39
C -3.840 -2.875 1.430 -0.11
C -4.445 -4.122 1.511 -0.04
C -3.690 -5.275 1.360 -0.04
C -2.321 -5.191 1.142 -0.05
C -1.708 -3.949 1.056 -0.14
C -3.198 0.452 1.067 -0.38
C -4.182 0.263 0.096 -0.14
C -5.228 1.170 -0.022 -0.06
C -5.300 2.266 0.831 -0.05
C -4.323 2.459 1.797 -0.05
C -3.268 1.560 1.910 -0.13
H 0.697 -0.296 6.653 0.12
H 2.151 -0.981 4.775 0.12
H 1.220 -1.215 2.517 0.09
H -2.659 -0.083 4.017 0.10
H -1.704 0.135 6.268 0.12
H -4.441 -1.983 1.563 0.09
H -5.508 -4.191 1.701 0.12
H -4.165 -6.244 1.429 0.12
H -1.729 -6.092 1.051 0.12
H -0.635 -3.907 0.926 0.09
H -4.159 -0.608 -0.550 0.10
H -6.005 1.005 -0.757 0.12
H -6.131 2.956 0.756 0.12
H -4.394 3.298 2.479 0.12
H -2.527 1.706 2.689 0.09

[4]
16
Properties=species:S:1:pos:R:3:lowdin_charge:R:1 method="wB97M-V/def2-TZVPD" molar_mass_g_mol=124.21 total_energy_ev=-18220.3767 de_lowest_ev=2.936 gap_ev=9.587
C -1.968 -1.340 -0.275 0.02
C -1.094 -0.610 -0.952 -0.18
C 0.006 0.217 -0.323 -0.71
C 0.761 -0.376 0.916 -0.24
C 2.143 -0.350 0.322 -0.47
C -0.321 1.638 -0.158 -0.14
C -0.677 2.781 -0.135 0.13
H -1.977 -1.463 0.831 0.08
H -2.777 -1.799 -0.852 0.06
H -1.102 -0.383 -1.996 0.09
H 0.682 0.183 1.878 0.12
H 0.290 -1.439 1.061 0.13
H 2.836 0.397 0.789 0.09
H 2.604 -1.325 0.419 0.07
H -0.949 3.804 -0.202 0.03
S 1.544 0.064 -1.325 0.92